A:
Density functional theory data (ωB97M-V/def2-TZVPD) for a single C4H9N2OS molecule.

The geometry in ORCA input format:
```
! RIJCOSX wB97M-V def2-TZVPD def2/J DEFGRID3
* xyz 0 2
C -1.4093 -0.5880 0.8424
C -0.7992 -0.0443 -0.4756
C -0.5251 -1.1247 -1.5266
S -0.9142 -0.6787 -3.2042
N 0.3397 0.8262 -0.2231
C 1.3965 0.5027 0.5828
N 2.0787 1.6391 1.0303
O 1.5788 -0.6352 0.9737
H -0.6937 -0.5198 1.6548
H -2.3046 0.0081 1.0157
H -1.7510 -1.6183 0.7625
H -1.5457 0.5975 -0.9116
H -0.8764 -2.0967 -1.2055
H 0.5313 -1.3473 -1.6539
H 0.4571 1.5202 -0.9414
H 2.9197 1.4335 1.5612
H 1.5173 2.1257 1.7186
*
```

The calculation puts the HOMO-LUMO gap (spin up / spin down) at 10.1609 / 7.0962 eV. The value obtained for the LUMO energy (spin up / spin down) is 0.9 / -1.9 eV. The value obtained for the molar mass is 133.2 u. Its HOMO energy (spin up / spin down) is -9.30 / -8.97 eV.

B:
Density functional theory data (ωB97M-V/def2-TZVPD) for a single C4H9N2OS molecule.

The geometry in ORCA input format:
```
! RIJCOSX wB97M-V def2-TZVPD def2/J DEFGRID3
* xyz 0 2
O 2.3549 0.5322 1.4502
C 1.4049 1.1242 0.9114
C 0.5043 0.6720 -0.1793
C 1.3752 0.5752 -1.3638
S 2.0046 2.4580 -1.5398
N -0.0971 -0.6171 0.3074
C -1.5175 -0.7512 0.6730
N -2.0707 -2.0486 0.1488
H 1.1324 2.0972 1.3258
H -0.3316 1.4732 -0.5598
H 0.8453 0.4888 -2.2868
H 2.2731 -0.0528 -1.2794
H 0.5228 -1.1454 1.0105
H -2.1098 0.1851 0.3623
H -1.7733 -0.7140 1.8009
H -1.5367 -2.3385 -0.6713
H -2.9808 -1.9384 -0.1104
*
```

The calculation puts the HOMO-LUMO gap (spin up / spin down) at 9.9707 / 6.8175 eV. The value obtained for the LUMO energy (spin up / spin down) is 0.7 / -2.4 eV. The value obtained for the molar mass is 133.2 u. Its HOMO energy (spin up / spin down) is -9.23 / -9.21 eV.

C:
Density functional theory data (ωB97M-V/def2-TZVPD) for a single C4H9N2OS molecule.

The geometry in ORCA input format:
```
! RIJCOSX wB97M-V def2-TZVPD def2/J DEFGRID3
* xyz 0 2
C 0.5172 -0.3429 -0.4604
N -0.6480 -0.8582 -1.1929
C -0.4026 -1.6052 -2.3713
O 0.6793 -1.9603 -2.8912
C -0.1454 0.5357 0.5714
C 0.3013 0.2850 1.9610
S -0.3737 -1.0121 2.9850
N 0.1169 1.9178 0.1131
H 1.1296 -1.0597 0.2007
H 1.3069 0.2634 -1.0497
H -1.5631 -0.9769 -0.6953
H -1.3423 -1.9072 -3.0066
H -1.2915 0.3467 0.5757
H 0.1712 1.2289 2.6796
H 1.3835 0.1030 1.9430
H -0.6908 2.5153 0.1598
H 0.8515 2.5269 0.4780
*
```

The calculation puts the HOMO-LUMO gap (spin up / spin down) at 10.1268 / 6.9702 eV. The value obtained for the LUMO energy (spin up / spin down) is 0.8 / -2.2 eV. The value obtained for the molar mass is 133.2 u. Its HOMO energy (spin up / spin down) is -9.36 / -9.15 eV.

Which structure wins on stability? A wins.

A:
Density functional theory data (ωB97M-V/def2-TZVPD) for a single C4H7OP molecule.

The geometry in ORCA input format:
```
! RIJCOSX wB97M-V def2-TZVPD def2/J DEFGRID3
* xyz 0 1
H -2.3128 -2.0784 0.1101
P -2.4457 -0.7734 -0.1231
C -0.6467 -0.3864 0.0662
C 0.4836 -1.3727 -0.2679
C -0.5894 1.0096 0.1457
C 0.8309 1.5481 0.2490
O -1.5399 1.7567 -0.0032
H 1.2448 -1.0205 -0.9521
H 0.2149 -2.3892 -0.5555
H 1.0525 -1.4699 0.6998
H 1.2291 1.3719 1.1243
H 0.9772 2.6872 0.1112
H 1.5013 1.1171 -0.6046
*
```

Its SMILES is [H]/P=C(\C)C(C)=O. The calculation puts the HOMO-LUMO gap (spin up / spin down) at 7.6326 / 7.6116 eV. The value obtained for the LUMO energy (spin up / spin down) is -1.3 / -1.3 eV. The value obtained for the molar mass is 102.1 u. Its HOMO energy (spin up / spin down) is -8.93 / -8.92 eV.

B:
Density functional theory data (ωB97M-V/def2-TZVPD) for a single C4H7OP molecule.

The geometry in ORCA input format:
```
! RIJCOSX wB97M-V def2-TZVPD def2/J DEFGRID3
* xyz 0 1
C -0.8514 -0.6556 -0.3075
O 0.2410 -0.7026 -1.2012
C 0.5825 0.6077 -1.5579
P 0.6788 1.6197 0.3295
C 0.7589 0.1468 1.4939
C -0.5677 0.4582 0.8529
H -0.8966 -1.8319 -0.0817
H -1.7705 -0.2707 -0.8911
H 1.4031 0.6190 -2.2648
H -0.3330 1.1919 -1.9207
H 0.8585 0.3668 2.5374
H 1.1141 -0.8663 1.2665
H -1.4739 0.8391 1.3506
*
```

Its SMILES is C1OCP2C[C@H]12. The calculation puts the HOMO-LUMO gap at 9.9399 eV. The value obtained for the LUMO energy is 1.0 eV. The value obtained for the molar mass is 102.1 u. Its HOMO energy is -8.92 eV.

C:
Density functional theory data (ωB97M-V/def2-TZVPD) for a single C4H7OP molecule.

The geometry in ORCA input format:
```
! RIJCOSX wB97M-V def2-TZVPD def2/J DEFGRID3
* xyz 0 1
C -2.4829 -0.5391 0.1049
C -1.1163 0.0377 0.1311
P -0.3168 1.1056 -0.8962
C 1.4098 0.8840 0.0683
C 2.4107 -0.0415 -0.4170
O 2.6398 1.3461 -0.4273
H -2.1243 -1.4429 -0.2429
H -3.1141 -0.1236 -0.5897
H -2.9020 -0.6116 1.1567
H -0.6167 -0.3669 0.9593
H 1.1481 1.1236 1.1424
H 2.8163 -0.7257 0.3596
H 2.2484 -0.6459 -1.3492
*
```

Its SMILES is C/C=P/[C@H]1CO1. The calculation puts the HOMO-LUMO gap at 9.5190 eV. The value obtained for the LUMO energy is 0.5 eV. The value obtained for the molar mass is 102.1 u. Its HOMO energy is -9.01 eV.

Which structure wins on stability? B wins.

A:
Density functional theory data (ωB97M-V/def2-TZVPD) for 2 unconnected molecules or ions with the total composition C4H7N2S.

The geometry in ORCA input format:
```
! RIJCOSX wB97M-V def2-TZVPD def2/J DEFGRID3
* xyz 1 1
C -0.0196 1.1890 0.0682
C 1.3062 1.4691 0.0209
C 0.0497 -1.4624 -0.1282
C -2.4372 0.8262 0.0839
N -1.2262 1.1420 -0.1012
N 1.3060 -1.5917 -0.1345
S 2.7841 0.6122 0.1280
H 1.4342 2.4794 -0.1021
H -0.5288 -1.4636 0.7320
H -0.4847 -1.4694 -0.9837
H -3.2415 1.4763 -0.0792
H -2.7203 -0.0068 0.6732
H 1.8375 -1.7073 0.7858
H 1.9406 -1.4930 -0.9632
*
```

The calculation puts the HOMO-LUMO gap (spin up / spin down) at 7.0068 / 7.0052 eV. The value obtained for the LUMO energy (spin up / spin down) is -5.2 / -5.2 eV. The value obtained for the molar mass is 115.2 u. Its HOMO energy (spin up / spin down) is -12.24 / -12.24 eV.

B:
Density functional theory data (ωB97M-V/def2-TZVPD) for a gas-phase ion, C4H7N2S (charge +1).

The geometry in ORCA input format:
```
! RIJCOSX wB97M-V def2-TZVPD def2/J DEFGRID3
* xyz 1 1
C 0.3745 0.9670 0.0606
C 1.1841 2.0036 -1.9977
C -1.0319 -1.4289 0.5628
C -0.2058 -0.8688 1.7410
N 0.7067 1.6872 -0.8485
N -0.3748 -1.1136 -0.6266
S -0.0888 0.9359 1.6344
H 0.9055 2.8874 -2.4663
H 2.0162 1.5824 -2.3248
H -0.8346 -2.5940 0.5561
H -2.0249 -0.9319 0.7158
H -0.6158 -1.1507 2.7275
H 0.9166 -1.1553 1.6732
H -0.9270 -0.8203 -1.4073
*
```

The calculation puts the HOMO-LUMO gap (spin up / spin down) at 7.6053 / 8.1179 eV. The value obtained for the LUMO energy (spin up / spin down) is -5.8 / -6.1 eV. The value obtained for the molar mass is 115.2 u. Its HOMO energy (spin up / spin down) is -13.43 / -14.25 eV.

Which structure wins on stability? A wins.

A:
Density functional theory data (ωB97M-V/def2-TZVPD) for a molecular structure, C4H8OS2.

The geometry in ORCA input format:
```
! RIJCOSX wB97M-V def2-TZVPD def2/J DEFGRID3
* xyz 0 1
C -0.7539 1.8838 -0.3328
C -1.0780 0.6001 0.3734
C 0.0887 -0.1082 1.1505
C 1.1639 -0.4733 0.2791
H -1.6948 2.6552 -0.1934
H -0.7454 1.8087 -1.6688
H 0.0402 2.4515 0.1530
H -1.7608 0.9629 1.1061
H -0.9676 -1.0197 -1.2194
H -0.5338 -0.9237 1.6160
H 0.4360 0.5196 2.1318
H 0.4403 -2.5086 0.2819
O 0.9360 -1.6432 -0.3994
S -2.3221 -0.5349 -0.2518
S 2.3704 0.3965 -0.2378
*
```

The calculation puts the HOMO-LUMO gap at 8.8098 eV. The value obtained for the LUMO energy is -0.2 eV. The value obtained for the molar mass is 136.2 u. Its HOMO energy is -8.98 eV.

B:
Density functional theory data (ωB97M-V/def2-TZVPD) for a single C4H8OS2 molecule.

The geometry in ORCA input format:
```
! RIJCOSX wB97M-V def2-TZVPD def2/J DEFGRID3
* xyz 0 1
C 1.4879 1.6997 1.7267
S 0.5724 1.4049 0.2089
C -0.2633 -0.1137 0.3493
S 0.1031 -1.2609 1.4304
C -1.3570 -0.2954 -0.6347
C -1.0935 -0.3288 -2.1229
O -0.2236 -1.4438 -2.3730
H 0.8666 1.8588 2.6008
H 2.1462 2.6122 1.4968
H 2.1236 0.9055 1.9888
H -2.0323 -1.1620 -0.4218
H -2.0575 0.5886 -0.4897
H -2.0646 -0.4262 -2.5953
H -0.6181 0.5804 -2.4088
H -0.0269 -1.4816 -3.3269
*
```

Its SMILES is CSC(=S)CCO. The calculation puts the HOMO-LUMO gap at 8.4655 eV. The value obtained for the LUMO energy is 0.0 eV. The value obtained for the molar mass is 136.2 u. Its HOMO energy is -8.45 eV.

Which structure wins on stability? B wins.

A:
Density functional theory data (ωB97M-V/def2-TZVPD) for a single C4H2IN molecule.

The geometry in ORCA input format:
```
! RIJCOSX wB97M-V def2-TZVPD def2/J DEFGRID3
* xyz 0 1
C -0.9505 0.4983 0.1106
C 0.2634 0.8383 0.0772
C 2.2207 -0.4659 -0.2793
C -2.0672 -0.1538 0.0402
N 1.4176 0.4167 -0.0910
I 4.2712 -0.3653 0.0557
H -2.4121 -0.7405 0.8763
H -2.7431 -0.0278 -0.7897
*
```

The calculation puts the HOMO-LUMO gap (spin up / spin down) at 7.0090 / 6.9880 eV. The value obtained for the LUMO energy (spin up / spin down) is -1.0 / -1.1 eV. The value obtained for the molar mass is 191.0 u. Its HOMO energy (spin up / spin down) is -8.04 / -8.06 eV.

B:
Density functional theory data (ωB97M-V/def2-TZVPD) for a molecular structure, C4H2IN.

The geometry in ORCA input format:
```
! RIJCOSX wB97M-V def2-TZVPD def2/J DEFGRID3
* xyz 0 1
C 1.5813 0.8362 -0.1229
C 0.4572 1.4384 -0.0889
C -0.9809 0.0372 0.0108
C 0.7177 -0.5432 0.0877
N -0.8747 1.3322 -0.1122
I -2.7663 -0.9204 -0.0637
H 0.8705 -1.2485 -0.8274
H 0.9952 -0.9318 1.1165
*
```

The calculation puts the HOMO-LUMO gap at 8.8709 eV. The value obtained for the LUMO energy is -0.5 eV. The value obtained for the molar mass is 191.0 u. Its HOMO energy is -9.33 eV.

Which structure wins on stability? A wins.

A:
Density functional theory data (ωB97M-V/def2-TZVPD) for 2 unconnected molecules or ions with the total composition C5H11O3.

The geometry in ORCA input format:
```
! RIJCOSX wB97M-V def2-TZVPD def2/J DEFGRID3
* xyz 0 2
C -1.6741 0.5144 -1.8438
C -1.3797 -1.0578 -1.9809
O -0.8523 0.9556 -0.8469
H -1.4915 1.1745 -2.6810
H -2.7695 0.6671 -1.7021
H -1.4579 -1.3605 -3.0916
H -1.1890 0.6665 0.2223
H -2.0883 -1.4513 -1.3864
H -0.4235 -1.4715 -1.6589
C 1.2157 0.6788 1.3369
C 2.3934 -0.2577 1.1864
C 0.0681 -0.0810 2.0190
O 0.3121 -0.9087 2.9432
O -1.0769 0.3066 1.6312
H 1.4577 1.6835 1.9727
H 0.9229 1.2910 0.4389
H 2.4328 -1.1880 1.9027
H 3.3008 0.4160 1.3641
H 2.2992 -0.5777 0.1742
*
```

The calculation puts the HOMO-LUMO gap (spin up / spin down) at 10.8729 / 5.7783 eV. The value obtained for the LUMO energy (spin up / spin down) is 0.8 / -4.2 eV. The value obtained for the molar mass is 119.1 u. Its HOMO energy (spin up / spin down) is -10.12 / -10.02 eV.

B:
Density functional theory data (ωB97M-V/def2-TZVPD) for 2 unconnected molecules or ions with the total composition C5H11O3.

The geometry in ORCA input format:
```
! RIJCOSX wB97M-V def2-TZVPD def2/J DEFGRID3
* xyz 0 2
H -0.4122 -3.0824 2.4866
C -1.8727 -0.5646 6.5521
C -1.4142 -1.7250 7.2988
C -0.9534 0.4152 5.9814
O -1.3627 0.8564 4.6757
C -0.6576 1.9072 4.2007
O 0.2339 2.4153 4.8502
C -1.0429 2.4091 2.8244
H -2.7780 -0.8346 6.0248
H -1.9890 -2.5722 6.9192
H -0.3762 -1.9698 7.0802
H -1.5538 -1.6262 8.3817
H -0.8756 1.2455 6.7279
H -0.0097 -0.1244 5.8536
H -1.6862 1.7356 2.2501
H -1.5086 3.3985 2.8980
H -0.1019 2.5953 2.2989
O -0.2456 -4.0136 2.3341
H -0.9247 -4.2874 1.7343
*
```

The calculation puts the HOMO-LUMO gap (spin up / spin down) at 8.5042 / 10.9035 eV. The value obtained for the LUMO energy (spin up / spin down) is 0.5 / 0.4 eV. The value obtained for the molar mass is 119.1 u. Its HOMO energy (spin up / spin down) is -7.95 / -10.46 eV.

Which structure wins on stability? B wins.